No. 1
{
  "formula": "C4H9N3O",
  "method": "wB97M-V/def2-TZVPD",
  "smiles": "CC(=C/N)/C(O)=N/N",
  "multiplicity": 1,
  "e_homo_ev": -6.956,
  "lumo_energy_ev": 0.695,
  "energy_ev": -10808.704,
  "homo_lumo_gap_ev": 7.7,
  "e_above_lowest_ev": 3.758,
  "species": ["C", "C", "C", "N", "C", "O", "N", "N", "H", "H", "H", "H", "H", "H", "H", "H", "H"],
  "positions_angstrom": [[-1.16429, -1.63841, 0.15136], [-0.73536, -0.22927, -0.12319], [-1.60293, 0.80405, -0.15229], [-1.24612, 2.10920, -0.35913], [0.68710, -0.04519, -0.65906], [1.32032, -1.10516, -1.22526], [1.12813, 0.55346, 0.41397], [2.42588, 0.14477, 0.84909], [-2.24564, -1.68324, 0.23066], [-0.88721, -2.29741, -0.67618], [-0.69582, -2.02248, 1.05830], [-2.66683, 0.60933, -0.09973], [-0.24252, 2.26199, -0.36332], [-1.91846, 2.81552, -0.10997], [2.08138, -1.35455, -0.67820], [3.10471, 0.33696, 0.10688], [2.65766, 0.74043, 1.63609]],
  "forces_ev_per_a": [[0.287, 0.027, -0.548], [-2.335, 0.469, -3.103], [0.210, -1.179, 0.079], [0.203, 0.057, -0.588], [-0.366, -1.168, 4.722], [-0.148, 0.687, -0.660], [2.340, -0.036, -0.764], [-0.077, 0.705, -0.866], [-0.136, 0.034, 0.283], [0.060, -0.043, 0.116], [-0.079, -0.106, 0.101], [-0.013, 0.032, 0.624], [-0.634, 0.556, 0.271], [0.554, 0.072, -0.064], [0.034, 0.114, 0.181], [0.065, -0.109, 0.298], [0.035, -0.111, -0.083]],
  "nbo_charge": [-0.620, -0.122, -0.009, -0.839, 0.426, -0.684, -0.272, -0.701, 0.217, 0.213, 0.204, 0.189, 0.399, 0.390, 0.487, 0.350, 0.373]
}



No. 2
{
  "formula": "C5H11ClN",
  "method": "wB97M-V/def2-TZVPD",
  "multiplicity": 1,
  "e_homo_ev": -14.750,
  "lumo_energy_ev": -2.958,
  "charge": 1,
  "energy_ev": -19365.213,
  "homo_lumo_gap_ev": 11.8,
  "e_above_lowest_ev": 4.112,
  "species": ["C", "C", "C", "C", "C", "N", "Cl", "H", "H", "H", "H", "H", "H", "H", "H", "H", "H", "H"],
  "positions_angstrom": [[-0.28345, -0.69667, 1.30064], [-0.45687, -1.09786, -0.04758], [1.80909, -0.08066, -0.01348], [-0.15044, 1.45533, 0.03118], [-2.24970, -0.56420, -0.80696], [0.38731, 0.06689, 0.15551], [-3.34507, 0.22876, 0.25613], [-1.03513, -0.07423, 1.66124], [0.47651, -1.16168, 2.09878], [0.03984, -1.88668, -0.49516], [2.03213, -1.06818, 0.03056], [1.96861, 0.10375, -0.99732], [2.47494, 0.61397, 0.70283], [0.64688, 2.04598, 0.39737], [-0.42483, 1.51582, -1.05252], [-0.92866, 1.73618, 0.62188], [-2.70296, -1.53599, -1.27521], [-1.99222, -0.05399, -1.71855]],
  "forces_ev_per_a": [[3.620, -1.032, 2.222], [-4.957, 1.927, -1.906], [0.882, 3.083, 2.740], [2.018, -1.407, -3.455], [2.092, -3.868, -0.867], [-1.601, 0.810, 2.659], [0.513, -0.042, 0.094], [-1.271, 0.581, 1.130], [-1.949, 0.859, -2.076], [0.515, -1.633, -0.892], [0.916, -3.043, 1.017], [0.982, 1.350, -3.029], [-1.753, -1.715, -1.624], [0.967, 1.049, -0.472], [0.514, 0.851, 0.993], [-2.599, -0.205, 1.668], [0.861, 1.450, 1.640], [0.248, 0.984, 0.158]],
  "nbo_charge": [-0.225, -0.020, -0.398, -0.394, -0.418, -0.214, 0.068, 0.235, 0.264, 0.235, 0.222, 0.224, 0.249, 0.232, 0.230, 0.234, 0.258, 0.219]
}



No. 3
{
  "formula": "C36H50BN6P2ScSe2",
  "method": "wB97M-V/def2-TZVPD",
  "multiplicity": 1,
  "e_homo_ev": -6.055,
  "lumo_energy_ev": -1.096,
  "energy_ev": -217735.554,
  "homo_lumo_gap_ev": 5.0,
  "e_above_lowest_ev": 0.000,
  "species": ["Sc", "C", "C", "C", "C", "P", "C", "N", "B", "N", "C", "P", "C", "C", "C", "C", "C", "C", "C", "C", "C", "C", "C", "C", "C", "C", "C", "C", "C", "C", "H", "H", "H", "H", "H", "H", "H", "H", "H", "H", "H", "H", "H", "H", "H", "H", "H", "H", "H", "H", "H", "H", "H", "H", "H", "H", "H", "H", "H", "H", "H", "H", "H", "H", "H", "H", "H", "H", "H", "H", "H", "H", "H", "H", "Se", "N", "C", "C", "C", "C", "C", "N", "C", "C", "N", "C", "C", "C", "C", "C", "N", "H", "H", "H", "H", "H", "H", "Se"],
  "positions_angstrom": [[-0.51430, 0.54109, -0.85222], [0.52317, 2.14891, -4.47229], [0.66505, 0.65602, -4.80032], [1.85182, 0.47733, -5.75723], [-0.60742, 0.18004, -5.50535], [0.87017, -0.19682, -3.14267], [2.65882, 0.12839, -2.79270], [2.86978, 0.27444, -1.36904], [1.88752, 0.52895, -0.31403], [2.74672, 0.60393, 0.87345], [2.43707, 0.83715, 2.26879], [0.83017, 0.12624, 2.85599], [0.63581, 1.14020, 4.44008], [-0.42612, 0.48966, 5.33053], [0.07615, 2.49335, 3.97413], [1.89405, 1.40632, 5.27278], [1.34557, -1.63120, 3.29781], [1.94843, -2.22243, 2.01475], [0.07601, -2.42479, 3.62228], [2.35077, -1.81784, 4.43234], [4.08370, 0.45030, 0.52337], [5.24079, 0.47321, 1.28763], [6.46298, 0.27229, 0.64921], [6.53001, 0.06357, -0.72158], [5.37353, 0.05076, -1.49710], [4.15665, 0.24131, -0.86361], [0.80407, -2.06233, -3.33504], [-0.66090, -2.49937, -3.45803], [1.37925, -2.62454, -2.02647], [1.59987, -2.65547, -4.49740], [0.46299, 2.71172, -5.40771], [1.38593, 2.52793, -3.91595], [-0.38082, 2.33100, -3.89092], [1.62072, 1.00747, -6.68504], [2.03677, -0.56323, -6.01466], [2.77642, 0.90416, -5.37014], [-0.80258, 0.84352, -6.35202], [-1.47044, 0.21388, -4.83926], [-0.48953, -0.82880, -5.90401], [2.95451, 1.04400, -3.31274], [3.28993, -0.67324, -3.19223], [2.43445, 1.90825, 2.48990], [3.23451, 0.40724, 2.88076], [-1.32331, 0.22870, 4.76139], [-0.72147, 1.19126, 6.11594], [-0.05535, -0.41241, 5.81828], [-0.89685, 2.36730, 3.50421], [0.72990, 2.99974, 3.26355], [-0.04810, 3.15325, 4.83734], [2.31017, 0.50132, 5.70398], [1.63614, 2.07483, 6.09979], [2.67721, 1.89982, 4.69663], [1.30314, -2.04696, 1.15104], [2.06655, -3.30223, 2.14173], [2.92662, -1.79860, 1.78260], [-0.62153, -2.39832, 2.78540], [-0.44304, -2.05147, 4.50516], [0.33851, -3.47048, 3.80774], [3.24489, -1.20555, 4.30651], [2.67403, -2.86278, 4.45471], [1.91270, -1.59434, 5.40490], [5.21304, 0.65760, 2.35345], [7.37383, 0.29024, 1.23322], [7.49171, -0.08104, -1.19568], [5.42974, -0.09510, -2.56820], [-1.30599, -1.99864, -2.73280], [-0.72389, -3.58281, -3.31705], [-1.07446, -2.26590, -4.43684], [0.87345, -2.22200, -1.14485], [2.43926, -2.39804, -1.90391], [1.25896, -3.71163, -2.02020], [1.16396, -2.39195, -5.45983], [1.58513, -3.74659, -4.41979], [2.64467, -2.34184, -4.49102], [-5.87404, -0.03902, 4.96292], [-5.02996, 1.34254, 4.21036], [-4.25107, 0.85757, 3.28306], [-3.38524, 1.67791, 2.44391], [-3.38062, 3.06916, 2.50903], [-2.51910, 3.76885, 1.69208], [-1.68258, 3.05959, 0.84015], [-1.68540, 1.73490, 0.76379], [-2.52676, 1.04319, 1.54434], [-2.56510, -0.41201, 1.35965], [-1.77761, -0.93321, 0.40289], [-1.84772, -2.23793, 0.16106], [-2.69712, -3.09502, 0.84829], [-3.50125, -2.57355, 1.83642], [-3.43872, -1.20849, 2.10221], [-4.27158, -0.57527, 3.11898], [-5.06709, -1.23724, 3.91304], [-4.04707, 3.56975, 3.19784], [-2.48268, 4.84841, 1.70394], [-1.00396, 3.57633, 0.17210], [-1.20596, -2.61932, -0.62174], [-2.71385, -4.14660, 0.60142], [-4.18152, -3.19248, 2.40568], [-2.39094, 1.04971, -2.32202]],
  "forces_ev_per_a": [[-1.120, 0.068, -0.532], [0.014, -0.007, 0.013], [0.060, -0.017, -0.036], [-0.006, -0.013, 0.021], [-0.001, 0.000, 0.025], [0.116, -0.008, -0.052], [0.001, 0.022, 0.052], [-0.117, -0.026, -0.066], [0.387, 0.078, 0.229], [0.038, 0.031, -0.040], [0.035, -0.006, 0.007], [-0.038, 0.024, -0.010], [0.021, 0.031, -0.008], [0.010, -0.007, 0.015], [-0.003, -0.066, 0.020], [-0.008, 0.018, -0.052], [-0.002, -0.010, 0.014], [0.019, 0.013, 0.002], [-0.014, -0.032, 0.023], [-0.009, 0.043, 0.017], [-0.005, -0.019, -0.013], [-0.001, 0.001, 0.002], [0.007, -0.001, 0.004], [0.010, 0.000, 0.001], [-0.009, 0.000, -0.006], [0.040, -0.011, 0.027], [0.074, -0.016, -0.019], [0.002, 0.017, 0.008], [-0.006, -0.010, 0.012], [-0.017, 0.018, -0.011], [-0.008, 0.010, -0.007], [-0.007, 0.004, 0.001], [-0.006, 0.007, 0.005], [-0.008, 0.009, -0.009], [0.001, 0.000, -0.001], [0.021, 0.009, 0.029], [-0.008, 0.012, -0.008], [-0.010, 0.002, 0.008], [-0.001, -0.009, -0.009], [-0.011, -0.005, -0.014], [-0.026, -0.003, -0.001], [-0.040, 0.038, 0.001], [-0.024, 0.022, -0.004], [-0.008, -0.001, -0.010], [-0.005, 0.005, 0.010], [0.003, 0.009, -0.002], [-0.058, -0.012, -0.038], [0.053, 0.010, -0.035], [-0.008, 0.003, 0.015], [0.032, -0.078, 0.015], [-0.009, -0.002, 0.012], [-0.004, 0.008, -0.020], [-0.022, -0.001, -0.023], [0.005, -0.020, 0.007], [-0.016, -0.017, 0.012], [-0.072, 0.013, -0.068], [0.022, -0.015, -0.017], [-0.004, -0.019, -0.006], [0.010, 0.005, -0.012], [0.002, -0.010, 0.000], [-0.008, 0.023, 0.023], [0.012, -0.001, 0.002], [0.008, -0.001, 0.002], [0.011, -0.002, -0.005], [0.007, 0.000, -0.003], [-0.012, 0.006, 0.007], [-0.021, -0.010, 0.013], [0.004, -0.006, -0.011], [-0.004, 0.011, 0.014], [0.010, 0.001, -0.009], [0.004, -0.009, 0.006], [-0.006, 0.000, -0.008], [-0.004, -0.013, 0.009], [0.015, 0.008, 0.003], [0.112, 0.008, -0.128], [-0.032, -0.027, 0.030], [-0.024, 0.017, 0.041], [0.030, 0.006, -0.024], [0.030, -0.001, -0.013], [-0.006, -0.007, -0.010], [-0.025, -0.007, -0.024], [0.223, 0.050, 0.135], [-0.025, 0.033, 0.047], [-0.025, -0.027, 0.016], [0.105, -0.122, 0.038], [-0.014, 0.010, 0.076], [0.042, -0.007, -0.001], [0.001, -0.002, 0.012], [0.044, 0.030, -0.019], [-0.033, -0.020, 0.028], [-0.027, 0.030, 0.038], [-0.012, 0.003, 0.006], [-0.003, 0.006, -0.002], [0.012, -0.005, 0.016], [0.001, -0.014, -0.019], [0.001, -0.003, -0.006], [-0.004, -0.001, 0.003], [0.345, -0.040, 0.235]],
  "lowdin_charge": [0.328, -0.117, -0.691, -0.088, -0.108, 1.054, -0.305, -0.058, -0.429, -0.052, -0.318, 1.143, -0.698, -0.099, -0.106, -0.086, -0.696, -0.090, -0.100, -0.088, -0.190, -0.023, -0.108, -0.109, -0.020, -0.187, -0.683, -0.100, -0.098, -0.087, 0.088, 0.076, 0.009, 0.088, 0.059, 0.071, 0.089, 0.009, 0.065, 0.088, 0.087, 0.089, 0.067, 0.070, 0.088, 0.066, 0.045, 0.076, 0.090, 0.060, 0.086, 0.074, 0.054, 0.091, 0.083, 0.053, 0.061, 0.089, 0.073, 0.087, 0.067, 0.099, 0.095, 0.095, 0.102, 0.033, 0.089, 0.070, 0.037, 0.086, 0.094, 0.067, 0.088, 0.076, 1.118, -0.219, -0.337, -0.088, 0.012, -0.024, -0.116, 0.000, -0.174, -0.155, 0.037, -0.104, -0.021, 0.018, -0.078, -0.336, -0.220, 0.122, 0.115, 0.124, 0.096, 0.116, 0.122, -0.032]
}



No. 4
{
  "formula": "C29H22Cl5CuN6O3S3",
  "method": "wB97M-V/def2-TZVPD",
  "multiplicity": 2,
  "e_homo_ev": [-10.419, -10.416],
  "lumo_energy_ev": [-3.066, -3.705],
  "charge": 1,
  "energy_ev": -185266.316,
  "homo_lumo_gap_ev": [7.4, 6.7],
  "e_above_lowest_ev": 0.487,
  "species": ["Cu", "Cl", "C", "C", "C", "Cl", "C", "O", "C", "C", "O", "C", "H", "H", "H", "N", "C", "N", "C", "C", "S", "C", "C", "S", "C", "N", "N", "H", "H", "H", "H", "H", "H", "Cl", "C", "C", "C", "C", "C", "C", "N", "C", "C", "N", "C", "O", "C", "C", "C", "Cl", "S", "C", "C", "C", "Cl", "C", "H", "H", "H", "H", "H", "H", "H", "H", "H", "H", "H", "H", "H"],
  "positions_angstrom": [[-2.34646, 0.96282, -0.75135], [-2.99858, -2.07684, 5.95228], [-2.90577, -1.66410, 4.29281], [-3.27497, -2.58615, 3.31265], [-3.20781, -2.25378, 1.94304], [-3.55829, -3.45886, 0.81104], [-2.73502, -0.97506, 1.55322], [-2.71560, -0.72677, 0.26863], [-2.29067, -0.00277, 2.55646], [-1.75144, 1.24486, 2.19615], [-1.47429, 1.67283, 1.07600], [-2.36558, -0.41089, 3.91160], [-3.51343, -3.57599, 3.65154], [-1.58338, 1.89762, 3.09529], [-2.11789, 0.27420, 4.72616], [-0.49433, 4.02267, -0.24656], [-1.46731, 4.00454, -1.15201], [-2.24774, 2.98490, -1.41076], [-3.33142, 3.34214, -2.18125], [-3.21818, 4.60703, -2.69905], [-1.81406, 5.42716, -2.19460], [-4.43236, 2.43957, -2.17949], [-5.75087, 2.70598, -2.47478], [-6.75125, 1.39280, -2.06291], [-5.29203, 0.49358, -1.49906], [-4.18995, 1.20557, -1.61914], [-5.33246, -0.74451, -0.93925], [-0.49234, 3.27408, 0.46653], [0.06062, 4.86036, -0.09997], [-3.85374, 5.08459, -3.44410], [-6.12065, 3.60100, -2.92558], [-6.24741, -1.23222, -0.85031], [-4.48916, -1.08983, -0.46167], [6.63682, 2.64566, -2.12517], [5.59063, 1.30532, -1.90359], [4.57109, 1.40311, -0.97622], [3.75560, 0.29762, -0.74745], [3.93117, -0.93178, -1.40779], [3.14460, -2.20073, -1.04081], [1.81952, -2.46049, -1.74080], [0.89646, -1.27470, -1.89877], [1.05700, -0.22888, -2.79143], [0.00577, 0.63602, -2.61640], [-0.76919, 0.17890, -1.62442], [-0.25118, -0.97711, -1.21098], [3.15629, -2.46707, 0.36036], [2.16108, -1.99156, 1.24797], [2.78659, -1.82111, 2.62789], [2.28323, -1.13551, 3.70176], [0.75756, -0.33658, 3.66584], [3.28181, -1.09977, 5.10145], [4.37261, -2.19953, 4.35072], [4.03099, -2.49457, 3.05646], [5.05009, -1.01165, -2.31970], [5.46704, -2.48841, -3.07942], [5.85729, 0.10050, -2.55657], [4.38052, 2.36338, -0.52498], [2.91571, 0.39492, -0.04890], [3.73950, -3.03852, -1.43676], [1.21250, -3.21853, -1.19129], [2.01890, -2.88653, -2.76426], [1.86503, -0.16969, -3.46851], [-0.17587, 1.57070, -3.13134], [-0.73262, -1.59505, -0.47043], [1.34994, -2.77250, 1.30605], [1.71087, -0.99938, 0.94539], [5.16179, -2.67290, 4.95544], [4.61909, -3.16731, 2.41849], [6.64555, 0.04315, -3.28338]],
  "forces_ev_per_a": [[-0.526, 0.469, 0.521], [-0.035, -0.114, 0.319], [1.001, 1.722, -1.284], [0.534, 0.746, -0.829], [0.562, 0.519, 2.791], [-0.265, -0.416, -0.838], [0.220, 0.841, -0.652], [-0.116, 0.427, -0.048], [-1.165, -3.014, -0.316], [0.214, 0.929, 1.346], [-0.073, 0.154, -0.156], [-1.232, -0.559, 0.573], [-0.388, -0.341, -0.201], [0.197, -0.185, -0.647], [0.178, -0.090, -0.365], [0.707, -0.402, 0.826], [0.083, 0.839, -1.162], [0.163, -0.629, 1.139], [0.975, 2.356, -0.884], [-1.135, -0.815, -0.888], [0.392, -1.090, 1.223], [-2.137, -0.039, -0.278], [1.870, -0.149, 0.056], [0.964, -1.330, 0.426], [-0.777, -0.099, 0.320], [-0.478, -0.656, 0.354], [-1.153, 0.275, -0.345], [-0.011, 0.599, -0.614], [-0.315, -0.452, -0.071], [0.044, -0.241, 0.397], [-0.247, 0.255, -0.039], [1.441, 0.645, -0.048], [-0.380, 0.124, -0.295], [0.178, 0.284, -0.255], [0.146, -0.830, 0.253], [-0.432, -0.314, -0.409], [-0.521, -0.452, -0.190], [1.196, 0.107, -0.373], [0.668, -0.374, 0.069], [-1.652, 0.264, -0.611], [-0.471, 0.514, 0.104], [-0.633, 0.020, 0.295], [1.552, 0.130, -0.807], [-0.071, -1.390, 0.835], [0.581, -0.041, -0.400], [0.167, 0.274, -0.061], [-0.787, 0.353, 0.323], [1.317, -0.922, 0.848], [0.033, 0.119, -0.978], [0.105, 0.147, 0.060], [-0.232, -0.553, -0.297], [0.203, -0.515, -0.265], [-0.564, 0.491, -0.069], [-1.199, 1.024, 1.382], [0.051, -0.361, -0.370], [-0.696, 0.048, 0.067], [-0.031, -0.038, 0.294], [0.439, 0.002, -0.226], [0.002, 0.312, 0.311], [0.658, 0.458, -0.322], [-0.250, 0.648, 0.948], [0.660, -0.088, -0.461], [-0.033, -0.187, 0.099], [0.251, -0.094, 0.015], [0.415, 0.825, -0.018], [0.328, -1.036, 0.134], [-0.360, 0.560, -0.531], [-0.435, 0.401, 0.322], [0.306, -0.067, -0.042]],
  "lowdin_spin": [0.783, 0.000, -0.001, 0.001, 0.003, 0.000, 0.008, 0.063, 0.000, 0.000, 0.013, 0.000, 0.000, 0.001, 0.000, -0.001, 0.004, 0.054, 0.002, 0.002, 0.006, 0.001, 0.001, 0.003, 0.003, 0.030, 0.000, 0.000, 0.000, 0.000, 0.000, 0.000, 0.000, 0.000, 0.000, 0.000, 0.000, 0.000, 0.000, 0.000, 0.000, 0.001, 0.002, 0.021, 0.000, 0.000, 0.000, 0.000, 0.000, 0.000, 0.000, 0.000, 0.000, 0.000, 0.000, 0.000, 0.000, 0.000, 0.000, 0.000, 0.000, 0.000, 0.000, 0.000, 0.000, 0.000, 0.000, 0.000, 0.000]
}



no.,largest force on an atom (eV/Å)
1,4.878
2,5.649
3,1.242
4,3.246